[1]
The following is a DFT calculation (ωB97M-V with the def2-TZVPD basis set) of a structure of composition C6H16FO2Rb in a non-equilibrium geometry.

Structure (XYZ):
```
26
Properties=species:S:1:pos:R:3:lowdin_charge:R:1
H 10.799 -11.392 -27.602 0.08
H 12.927 -8.219 -23.599 0.06
H 10.111 -9.891 -27.093 0.06
H 14.464 -7.230 -22.986 0.09
O 12.479 -8.623 -27.137 -0.06
H 13.257 -7.945 -21.931 0.08
H 11.385 -9.324 -25.049 0.08
H 11.749 -11.067 -25.256 0.09
C 12.187 -9.984 -26.865 -0.54
H 13.081 -9.803 -24.987 0.09
Rb 8.265 -7.043 -25.943 0.88
H 10.881 -9.911 -28.644 0.09
H 10.559 -5.482 -22.796 0.07
H 12.982 -10.557 -27.342 0.14
C 10.956 -10.314 -27.634 -0.06
H 13.050 -5.537 -22.075 0.13
C 11.142 -6.367 -22.543 -0.06
H 10.718 -7.068 -23.262 0.04
H 11.935 -5.795 -24.517 0.00
O 12.741 -5.543 -24.061 -0.07
C 12.110 -10.051 -25.416 -0.06
C 13.415 -7.518 -22.921 -0.04
F 11.050 -6.370 -25.976 -0.69
H 10.924 -6.745 -21.545 0.07
H 11.917 -8.107 -26.554 0.02
C 12.684 -6.220 -22.841 -0.50
```

Properties
* highest occupied orbital energy: -0.31722 Ha
* total charge: 0
* Kohn-Sham gap: 0.2749 Ha


[2]
The following is a DFT calculation (ωB97M-V with the def2-TZVPD basis set) of a structure of composition C15H16BrNO9P2RuSe in a non-equilibrium geometry.

Structure (XYZ):
```
46
Properties=species:S:1:pos:R:3:lowdin_spin:R:1
O -1.693 -4.101 0.885 0.00
C -1.689 4.024 2.184 0.00
N 4.773 -2.565 -0.354 0.00
H -2.387 4.825 2.402 0.00
H 0.854 0.198 0.622 0.00
H 6.484 -2.311 -1.479 0.00
Br 5.777 -0.949 -3.997 0.00
H -3.850 -5.074 -0.120 0.00
O -3.724 -4.296 -0.673 0.00
H -3.924 2.425 0.482 0.00
H 0.735 5.437 3.809 0.00
O -2.125 -1.729 -2.988 0.15
H 2.883 -0.803 -3.245 0.00
C 2.751 -1.724 -1.307 0.00
O 0.650 -0.944 -2.124 0.01
C 0.373 2.898 2.635 -0.01
H -0.080 4.403 4.975 0.00
C 5.415 -2.140 -1.443 0.00
H -0.990 5.655 4.123 0.00
C 3.458 -2.359 -0.295 0.00
C 3.419 -1.289 -2.442 0.00
O 0.662 -1.826 -0.130 0.11
C 1.301 -1.505 -1.167 0.01
H 2.103 1.338 1.116 0.00
Ru -1.196 -1.234 -1.284 2.49
C -1.075 2.107 0.919 0.12
H -3.095 3.469 -0.661 0.00
H 1.295 2.814 3.203 0.00
P -2.363 -3.551 -0.284 0.00
O -1.444 -3.698 -1.635 0.06
C 4.777 -1.507 -2.500 0.00
C -3.286 3.306 0.401 0.01
O -2.729 -2.026 -0.310 0.08
C -0.200 4.913 4.017 0.01
C -2.000 3.135 1.172 0.05
C 0.123 1.965 1.640 0.06
H 1.309 0.311 2.307 0.00
H -3.839 4.162 0.783 0.00
O -3.156 -4.016 -3.515 0.01
O -0.718 -3.622 -4.092 0.01
H -3.835 -3.933 -2.833 0.00
H 2.937 -2.712 0.588 0.00
C -0.513 3.926 2.924 0.06
Se -1.504 0.962 -0.496 0.71
C 1.147 0.890 1.397 0.01
P -1.810 -3.249 -3.211 0.02
```

Properties
* <S²>: 6.026
* highest occupied orbital energy (spin up / spin down): -0.33821 / -0.35782 Ha
* 2S+1: 5
* total charge: 0
* Kohn-Sham gap (spin up / spin down): 0.2950 / 0.2473 Ha